No. 1
This record from OMol25 describes an isolated molecule of C3H6N2OS at a distorted geometry. The level of theory is the ωB97M-V functional and the def2-TZVPD basis.

Geometry as XYZ:
```
13
Properties=species:S:1:pos:R:3
C 2.2196 -0.7995 -0.8280
C 0.2177 0.7696 -0.6251
C -1.6779 0.1877 0.9235
H 2.4494 -1.0886 -1.7362
H 3.0112 -0.4846 -0.1487
H 1.7420 -1.6574 -0.4715
H 1.5804 1.8292 -2.6349
H -0.1133 1.7040 -1.0905
H -1.9009 1.3051 0.8338
N 1.3668 0.3474 -1.2232
N -0.3962 0.0091 0.1316
O 2.1019 1.4493 -1.7633
S -2.1834 -1.0403 1.8858
```

HOMO level, hartree: -0.3218
SMILES string: CN(O)/C=N/C=S
LUMO level, eV: -0.325
Frontier orbital gap, eV: 8.431
Largest force on an atom, eV/Å: 5.59

---

No. 2
This record from OMol25 describes a structure of composition C21H12I2N7O5SSr at a distorted geometry. The level of theory is the ωB97M-V functional and the def2-TZVPD basis.

Geometry as XYZ:
```
49
Properties=species:S:1:pos:R:3
Sr 0.8698 0.1452 0.4414
O 3.8095 -0.4433 3.5451
C 3.2304 -0.3034 2.4864
N 1.8942 -0.4358 2.2575
C 1.0051 0.2299 2.9976
O 1.1932 1.1775 3.7538
C -0.4123 -0.2202 2.7624
C -1.0621 -0.9601 3.7459
C -2.3767 -1.3268 3.5302
C -3.0133 -0.9185 2.3620
C -2.2924 -0.1739 1.4509
N -1.0149 0.1588 1.6417
C 4.0356 0.0006 1.2378
C 5.4203 -0.1071 1.2903
C 6.1598 0.2459 0.1772
C 5.4949 0.7335 -0.9392
C 4.1151 0.8154 -0.9022
N 3.3888 0.4329 0.1493
H -0.5297 -1.2452 4.6424
H -2.9065 -1.9241 4.2610
H -4.0427 -1.1769 2.1578
H -2.7358 0.1730 0.5246
H 5.8744 -0.4548 2.2067
H 7.2376 0.1460 0.1785
H 6.0292 1.0365 -1.8286
H 3.5627 1.1862 -1.7579
O -2.1890 4.6747 -2.8709
S -2.4196 3.8088 -1.7477
O -3.1932 4.3417 -0.6574
N -1.0165 3.1495 -1.2185
C -0.9890 1.8570 -1.4263
O -0.0054 1.1043 -1.1682
C -2.2383 1.2786 -2.0228
C -2.5289 -0.0490 -2.2868
C -3.7741 -0.3516 -2.8255
C -4.6986 0.6524 -3.0961
C -4.3983 1.9857 -2.8340
C -3.1631 2.2673 -2.2932
H -1.8049 -0.8263 -2.0752
H -4.0281 -1.3835 -3.0331
H -5.6641 0.3946 -3.5126
H -5.1069 2.7762 -3.0446
N 0.1555 -1.8557 -0.5229
C -0.0718 -3.0063 -0.3242
N -0.4561 -4.1811 -0.2237
C -0.1290 -5.2309 0.4856
N 0.0890 -6.2046 1.0712
I 1.5081 -1.2031 -2.2616
I 3.1881 -0.7897 -4.4842
```

HOMO level, hartree: -0.2354
LUMO level, eV: 1.419
Frontier orbital gap, eV: 7.824
Net charge: -1
Largest force on an atom, eV/Å: 4.45

---

No. 3
This record from OMol25 describes a cluster of 4 separate species, C9H26O4 in total at a distorted geometry. The level of theory is the ωB97M-V functional and the def2-TZVPD basis.

Geometry as XYZ:
```
39
Properties=species:S:1:pos:R:3
C 4.2743 8.0454 4.4391
C 4.9239 7.0391 5.3877
C 4.1065 5.8116 5.8058
O 6.1654 6.5894 4.8520
H 3.4811 8.5609 4.9806
H 3.7418 7.5540 3.6248
H 4.8778 8.8780 4.0776
H 5.3322 7.5989 6.2292
H 4.5178 5.3126 6.6833
H 4.0055 5.0129 5.0710
H 3.0869 6.1073 6.0531
H 6.0189 6.1686 4.0017
C 12.0213 5.9524 8.7599
C 10.5145 6.1599 8.4028
C 10.4208 7.0472 7.1663
O 9.9566 4.8586 8.0589
H 12.4702 6.8694 9.1415
H 12.6795 5.7297 7.9201
H 12.1445 5.2174 9.5554
H 9.9779 6.6489 9.2159
H 9.4166 7.4659 7.1003
H 10.5119 6.5466 6.2023
H 11.1650 7.8433 7.1860
H 9.1276 4.8877 7.5756
C 5.8163 6.3004 10.4692
C 5.8907 7.5524 9.5128
C 5.3267 8.8352 10.1135
O 7.2814 7.7652 9.1317
H 6.3118 5.4240 10.0515
H 4.7845 6.0109 10.6681
H 6.1993 6.5942 11.4465
H 5.3972 7.2307 8.5958
H 5.3017 9.6461 9.3855
H 5.9545 9.1102 10.9611
H 4.3299 8.6335 10.5056
H 7.7924 8.1133 9.8661
O 7.1396 5.6815 7.3577
H 7.3271 6.4942 7.8275
H 6.8956 5.9645 6.4765
```

HOMO level, hartree: -0.3505
SMILES string: CC(C)O.CC(C)O.CC(C)O.O
LUMO level, eV: 0.675
Frontier orbital gap, eV: 10.212
Largest force on an atom, eV/Å: 2.51

---

No. 4
This record from OMol25 describes a cluster of 6 separate species, C60H70N11O3 in total at a distorted geometry. The level of theory is the ωB97M-V functional and the def2-TZVPD basis.

Geometry as XYZ:
```
144
Properties=species:S:1:pos:R:3
C 4.5062 7.0142 0.7839
N 4.5299 8.3428 1.5560
C 4.2268 9.5592 1.0800
C 4.3942 10.7451 1.8491
C 4.6408 10.6450 3.2426
C 4.9665 9.3851 3.6533
C 4.8859 8.2540 2.8817
C 4.7643 11.8085 4.1191
C 5.5781 12.8552 3.7412
C 5.5055 14.0744 4.4080
N 4.8227 14.1869 5.5620
C 4.0772 13.1351 6.0326
C 4.0643 11.8888 5.3297
C 4.7213 15.4482 6.2180
H 5.5520 6.8396 0.5308
H 3.9272 7.2667 -0.1044
H 3.9974 6.3202 1.4528
H 4.0458 9.5823 0.0156
H 4.3389 11.7747 1.5278
H 5.2936 9.1993 4.6656
H 5.0470 7.2578 3.2663
H 6.2073 12.7237 2.8733
H 5.9994 14.9421 3.9963
H 3.6065 13.2487 6.9979
H 3.4972 11.0923 5.7885
H 4.9969 15.4144 7.2720
H 3.6813 15.7730 6.1855
H 5.4723 16.1033 5.7767
C -1.8409 -13.2311 -4.8610
N -2.3890 -11.9551 -4.3537
C -1.5574 -11.0026 -3.9143
C -2.0454 -9.7677 -3.6258
C -3.4281 -9.5050 -3.5163
C -4.2538 -10.5601 -3.8606
C -3.7116 -11.8586 -4.1272
C -3.9493 -8.1200 -3.1249
C -3.3664 -6.9216 -3.5766
C -3.8072 -5.6775 -3.0812
N -4.8700 -5.5569 -2.2680
C -5.4585 -6.6659 -1.8195
C -5.0198 -7.9238 -2.2451
C -5.3177 -4.2806 -1.7186
H -1.5558 -13.1236 -5.9075
H -2.4791 -14.0785 -4.6109
H -0.8386 -13.3817 -4.4598
H -0.4976 -11.1413 -4.0693
H -1.3402 -8.9596 -3.4990
H -5.3298 -10.4765 -3.8213
H -4.3017 -12.7137 -4.4222
H -2.4996 -6.9329 -4.2208
H -3.3479 -4.7293 -3.3184
H -6.2056 -6.5320 -1.0511
H -5.5202 -8.7715 -1.8007
H -6.2826 -4.3832 -1.2221
H -5.3079 -3.5441 -2.5220
H -4.5925 -4.1417 -0.9168
C 1.5065 0.9620 -6.5428
N 2.6000 0.0481 -6.2482
C 3.5439 0.4581 -5.3396
C 4.5949 -0.3742 -5.0092
C 4.6546 -1.6637 -5.5052
C 3.7173 -1.9456 -6.4958
C 2.7002 -1.0987 -6.8428
C 5.6034 -2.6535 -4.9133
C 5.7076 -2.8897 -3.5595
C 6.7848 -3.7152 -3.0544
N 7.5982 -4.3862 -3.9029
C 7.4466 -4.2697 -5.2583
C 6.4682 -3.3850 -5.7716
C 8.5554 -5.3102 -3.2468
H 0.8421 0.4988 -7.2722
H 1.8575 1.8803 -7.0136
H 0.9860 1.2058 -5.6167
H 3.4103 1.4003 -4.8289
H 5.3503 0.0317 -4.3527
H 3.6241 -2.8476 -7.0823
H 1.8877 -1.3092 -7.5225
H 5.1020 -2.3541 -2.8434
H 7.0345 -3.8615 -2.0139
H 8.1275 -4.8759 -5.8374
H 6.4234 -3.3731 -6.8506
H 9.5078 -4.7869 -3.3315
H 8.6460 -6.2748 -3.7463
H 8.2833 -5.4582 -2.2017
C 1.8074 -13.2190 0.5282
N 1.7379 -11.8991 1.1435
C 2.8770 -11.2481 1.4856
C 2.7296 -9.8645 1.8456
C 1.5173 -9.2568 1.9728
C 0.4333 -9.9667 1.5441
C 0.5379 -11.2922 1.1650
C 1.4072 -7.8537 2.3754
C 2.2257 -7.2241 3.3391
C 1.9965 -5.8699 3.7179
N 1.0790 -5.0992 3.0521
C 0.2745 -5.6354 2.1347
C 0.4759 -6.9871 1.7364
C 0.8043 -3.7025 3.4668
H 2.7524 -13.6948 0.7903
H 1.9037 -13.0896 -0.5498
H 0.9255 -13.7145 0.9341
H 3.7993 -11.8020 1.3909
H 3.5712 -9.2772 2.1821
H -0.5880 -9.6170 1.5126
H -0.3480 -11.8276 0.8571
H 3.0186 -7.7497 3.8504
H 2.6038 -5.3912 4.4717
H -0.5094 -5.0203 1.7182
H -0.1408 -7.4617 0.9875
H 0.0483 -3.2320 2.8381
H 1.6669 -3.0855 3.2150
H 0.4728 -3.8527 4.4942
C -5.8407 5.3884 -0.9562
N -6.1760 6.1873 0.2310
C -6.5326 7.4220 0.0059
C -6.9849 8.2234 0.9838
C -6.9974 7.7718 2.2825
C -6.5305 6.4357 2.5350
C -6.1161 5.6369 1.4513
C -7.6504 8.4634 3.4208
C -9.0076 8.8427 3.3583
C -9.6322 9.4785 4.4520
N -8.8446 9.9444 5.5051
C -7.5015 9.6967 5.5236
C -6.9154 8.9780 4.5039
C -9.4565 10.6012 6.6740
H -4.7758 5.1683 -1.0311
H -6.1399 5.8836 -1.8800
H -6.3952 4.4549 -0.8612
H -6.4809 7.7107 -1.0336
H -7.3157 9.2144 0.7101
H -6.4568 6.0447 3.5390
H -5.6548 4.6609 1.4834
H -9.6550 8.5264 2.5538
H -10.6535 9.8252 4.3961
H -6.9557 10.2797 6.2507
H -5.8621 8.7599 4.6012
H -8.7185 11.2728 7.1128
H -9.7913 9.8512 7.3906
H -10.3130 11.1967 6.3578
N -0.6344 0.8881 -1.0983
O -0.0902 -0.0096 -1.7571
O -1.5388 0.5447 -0.3644
O -0.2578 1.9951 -1.1035
```

HOMO level, hartree: -0.6776
LUMO level, eV: -15.619
Frontier orbital gap, eV: 2.819
Net charge: +9
Largest force on an atom, eV/Å: 5.72

---

No. 5
This record from OMol25 describes a cluster of 9 separate species, C15H41NO16 in total at a distorted geometry. The level of theory is the ωB97M-V functional and the def2-TZVPD basis.

Geometry as XYZ:
```
73
Properties=species:S:1:pos:R:3
C -2.3518 0.2966 -5.3669
O -1.9492 -0.1729 -4.0915
H -1.4015 0.2263 -5.8961
H -3.0734 -0.3587 -5.8546
H -2.7981 1.2909 -5.3460
H -2.7108 -0.6140 -3.7081
C -3.4557 -1.9137 -0.5472
O -3.1875 -0.9316 0.4908
H -2.7341 -1.7078 -1.3378
H -3.4381 -2.9227 -0.1352
H -4.4173 -1.6858 -1.0071
H -2.2397 -0.8202 0.5955
C -0.0232 -4.0735 -0.2027
O 0.4605 -3.1958 -1.2113
H 0.3403 -3.7872 0.7842
H -1.1127 -4.0445 -0.2228
H 0.2171 -5.1092 -0.4424
H 0.5378 -2.2879 -0.9091
C 3.1790 -0.1520 -0.8963
O 4.3981 0.2295 -1.5576
H 2.6592 0.6812 -0.4233
H 2.5065 -0.4326 -1.7069
H 3.3131 -1.0350 -0.2715
H 4.1760 0.8529 -2.2531
C -0.9662 0.3740 5.1782
O -2.2737 0.4494 5.6693
H -0.7337 -0.6478 4.8785
H -0.9114 0.9776 4.2722
H -0.1819 0.6722 5.8739
H -2.3243 0.0295 6.5311
C -2.0507 5.1334 -0.7984
N -2.4693 4.9337 -2.2470
O -3.4765 4.2879 -2.4298
O -1.9526 5.6413 -3.1650
H -1.0624 4.6830 -0.7064
H -2.8638 4.7273 -0.1968
H -2.0259 6.2045 -0.5977
C 1.4540 -0.2685 2.1795
O 0.8147 0.7193 1.2994
C 0.0302 0.2933 0.2566
O -0.2320 -0.8762 -0.0615
O -0.2010 1.4608 -0.4274
C -1.1155 1.5930 -1.5576
H 2.0196 0.0684 3.0482
H 2.1833 -0.8931 1.6637
H 0.6568 -0.7820 2.7169
H -0.7295 1.1010 -2.4504
H -1.2943 2.6513 -1.7477
H -2.0734 1.1434 -1.2961
C 0.0675 -5.6596 4.7573
O 0.9282 -4.5314 4.5750
C 1.6593 -4.4569 3.4536
O 1.6537 -5.2870 2.5697
O 2.4562 -3.3279 3.3493
C 2.8419 -2.5192 4.4943
H 0.5162 -6.4513 5.3573
H -0.2789 -6.1497 3.8475
H -0.8609 -5.2768 5.1812
H 3.9127 -2.5049 4.6975
H 2.4740 -2.9588 5.4214
H 2.4760 -1.4960 4.4087
C 0.9773 2.4572 -5.2393
O 0.8994 3.4242 -4.2355
C 1.5422 3.2074 -3.0247
O 2.5269 2.5043 -2.8665
O 1.0282 4.0323 -2.1370
C 1.5995 4.1229 -0.8865
H 2.0232 2.2664 -5.4797
H 0.4988 2.7736 -6.1661
H 0.5871 1.4727 -4.9810
H 1.0781 4.7289 -0.1456
H 2.6112 4.5202 -0.8035
H 1.6671 3.1001 -0.5158
```

HOMO level, hartree: -0.3438
SMILES string: C[N+](=O)[O-].COC(=O)OC.COC(=O)OC.COC(=O)OC.CO.CO.CO.CO.CO
LUMO level, eV: -0.084
Frontier orbital gap, eV: 9.271
Largest force on an atom, eV/Å: 3.72

---

No. 6
This record from OMol25 describes a cluster of 2 separate species, C13H25NO7P in total at a distorted geometry. The level of theory is the ωB97M-V functional and the def2-TZVPD basis.

Geometry as XYZ:
```
47
Properties=species:S:1:pos:R:3
C 2.5940 0.7842 1.6270
C 1.6951 1.2860 0.3904
C 1.7552 0.1484 -0.7521
P 0.2736 -1.0473 -0.7740
O 1.0948 -2.4331 -0.0461
C 0.8743 -1.7368 -2.4818
O 2.2720 -2.1421 -2.4734
O 2.4136 -3.4921 -2.5733
O -1.2062 -1.9139 -1.1873
C -2.2150 -1.8536 -0.1134
C -1.3273 -1.6885 1.2210
C -1.9705 -1.0166 2.5249
C -0.8855 -1.2025 3.7217
O -1.5055 -1.3399 5.0375
C -0.5086 -0.9692 6.0067
O 0.2241 -1.8301 6.5674
O -0.2632 -0.7773 0.8801
H 2.0928 0.8528 2.6502
H 3.5808 1.3822 1.5975
H 2.9146 -0.3212 1.5065
H 2.2301 2.2124 -0.0548
H 0.6444 1.6292 0.6667
H 2.7830 -0.3571 -0.6571
H 1.7813 0.7129 -1.7633
H -0.4434 0.0962 -1.3405
H 1.5353 -2.1110 0.7705
H 0.7715 -0.9220 -3.3018
H 0.2152 -2.6345 -2.7585
H 2.6945 -3.7699 -1.6596
H -2.9168 -1.0066 -0.4309
H -2.7923 -2.8244 -0.2832
H -1.0656 -2.7632 1.5153
H -2.9585 -1.4744 2.8640
H -2.0247 0.1212 2.3503
H -0.3319 -2.1925 3.5097
H -0.0989 -0.3765 3.6602
H -0.3538 0.1207 6.3473
N -2.0612 3.9089 -2.7214
C -1.3408 4.5700 -3.6808
C -0.3351 3.7353 -4.1045
C -0.4567 2.5239 -3.3781
C -1.5319 2.6588 -2.5345
H -2.8563 4.2828 -2.2304
H -1.6042 5.5744 -3.9769
H 0.4054 3.9700 -4.8551
H 0.1722 1.6501 -3.4635
H -1.9639 1.9760 -1.8186
```

HOMO level, hartree: -0.1722
LUMO level, eV: 2.897
Frontier orbital gap, eV: 7.583
Net charge: -1
Largest force on an atom, eV/Å: 5.13

---

No. 7
This record from OMol25 describes a structure of composition C37H33Co2NO5P at a distorted geometry. The level of theory is the ωB97M-V functional and the def2-TZVPD basis.

Geometry as XYZ:
```
79
Properties=species:S:1:pos:R:3
C 6.0311 2.1350 1.6641
N 6.8190 0.9585 1.7999
C 7.8293 0.6546 0.8346
C 8.6343 -0.5244 1.4345
C 8.1196 -0.7079 2.8780
C 7.0260 0.3663 3.0868
H 5.1237 2.0681 2.2875
H 6.5578 3.0661 1.9610
H 5.7181 2.2643 0.6144
H 7.3652 0.3730 -0.1252
H 8.4814 1.5251 0.6339
H 8.4469 -1.4303 0.8498
H 9.7069 -0.3104 1.4174
H 7.6834 -1.7039 2.9988
H 8.9248 -0.5870 3.6083
H 7.3382 1.1165 3.8378
H 6.0881 -0.0841 3.4520
O -0.5622 -1.9539 -4.8956
C -0.7641 -1.4983 -3.8527
Co -1.1353 -1.0135 -2.2319
C 0.0799 -1.9489 -1.3304
O 1.0247 -2.4454 -0.8749
C -0.3254 0.5431 -2.4029
O 0.3599 1.4663 -2.5007
C -2.8945 -0.8231 -2.2821
C -2.5070 -2.1734 -2.0059
C -2.6947 -3.4688 -2.4723
C -1.7579 -4.5325 -2.2247
C -1.4026 -5.4394 -3.2607
C -0.3829 -6.3638 -3.0670
C 0.2346 -6.4734 -1.8093
C -0.1544 -5.6378 -0.7500
C -1.1269 -4.6642 -0.9642
Co -2.8286 -1.0596 -0.4839
C -2.1489 -1.8139 0.9571
O -1.7626 -2.2966 1.9407
C -4.4959 -1.0883 0.0121
O -5.6001 -1.0512 0.3663
P -2.6008 1.0305 0.1622
C -0.9471 1.5177 0.7807
C -0.6539 2.8287 1.1943
C 0.6422 3.1476 1.6228
C 1.6380 2.1643 1.6751
C 1.3333 0.8562 1.3032
C 0.0502 0.5446 0.8608
C -3.0092 2.2085 -1.1801
C -2.1019 3.1638 -1.6527
C -2.3975 3.8865 -2.8126
C -3.5994 3.6763 -3.4919
C -4.5273 2.7596 -2.9941
C -4.2356 2.0268 -1.8418
C -3.6951 1.6509 1.5075
C -4.6555 2.6613 1.3267
C -5.5925 2.9320 2.3324
C -5.5455 2.2425 3.5456
C -4.5401 1.2949 3.7596
C -3.6086 1.0123 2.7558
H -3.6662 -0.3921 -2.8860
H -3.5170 -3.6269 -3.1674
H -1.9131 -5.3183 -4.2169
H -0.0688 -6.9924 -3.9043
H 1.0366 -7.1977 -1.6556
H 0.3030 -5.7227 0.2415
H -1.4679 -4.0101 -0.1521
H -1.4226 3.6054 1.1609
H 0.8802 4.1722 1.9107
H 2.6489 2.4071 2.0073
H 2.0830 0.0654 1.3425
H -0.1711 -0.4805 0.5567
H -1.1705 3.3604 -1.1228
H -1.6675 4.6032 -3.1905
H -3.8064 4.2113 -4.4192
H -5.4729 2.5868 -3.5079
H -4.9538 1.2909 -1.4698
H -4.6930 3.2376 0.4010
H -6.3694 3.6780 2.1562
H -6.2908 2.4353 4.3192
H -4.4856 0.7586 4.7065
H -2.8177 0.2803 2.9359
```

HOMO level, hartree: -0.0881
LUMO level, eV: 2.301
Frontier orbital gap, eV: 4.698
Net charge: -1
Largest force on an atom, eV/Å: 4.65

---

No. 8
This record from OMol25 describes a structure of composition C14H33FGaN. The level of theory is the ωB97M-V functional and the def2-TZVPD basis.

Geometry as XYZ:
```
50
Properties=species:S:1:pos:R:3
C -1.1567 -3.3605 2.5648
C -1.7905 -3.0184 1.2020
C -0.7927 -2.4919 0.1513
Ga 0.8364 -3.6447 -0.3067
C 2.3793 -2.3456 -0.7201
C 3.0197 -1.7869 0.5312
F 2.1427 -0.8552 1.1563
H -1.7355 -4.1272 3.1004
H -1.1127 -2.4762 3.2216
H -0.1354 -3.7356 2.4368
H -2.5992 -2.2867 1.3903
H -2.2846 -3.9116 0.7908
H -1.3358 -2.3788 -0.8076
H -0.4320 -1.4803 0.4258
H 0.4800 -4.5750 -1.5726
H 1.3562 -4.5489 0.9266
H 2.0086 -1.4955 -1.3238
H 3.1601 -2.8629 -1.2963
H 3.9421 -1.2106 0.3515
H 3.2315 -2.5674 1.2765
C 0.5168 1.5608 2.4414
C -0.9790 1.7825 2.2655
C -1.5499 1.0413 1.0494
C -0.7400 0.9251 -0.2288
N -0.5812 2.1551 -1.1498
C 0.8919 2.4861 -1.2771
C 1.3828 1.5569 -2.3651
C 0.2637 1.6561 -3.4032
C -1.0167 1.8138 -2.5775
C -1.3251 3.3449 -0.6532
H 1.0907 1.9990 1.6238
H 0.8764 2.0242 3.3601
H 0.7647 0.4994 2.4730
H -1.1877 2.8567 2.2677
H -1.5228 1.3804 3.1225
H -2.5868 1.3300 0.8607
H -1.5986 -0.0136 1.3283
H -1.1916 0.1440 -0.8336
H 0.2667 0.5811 0.0067
H 0.9694 3.5317 -1.5791
H 1.3621 2.3550 -0.3077
H 1.4875 0.5393 -1.9848
H 2.3495 1.8689 -2.7544
H 0.2146 0.7863 -4.0543
H 0.4128 2.5336 -4.0329
H -1.6080 0.9053 -2.5394
H -1.6528 2.6190 -2.9368
H -0.8674 3.6899 0.2691
H -2.3644 3.0823 -0.4813
H -1.2589 4.1250 -1.4080
```

HOMO level, hartree: -0.2594
LUMO level, eV: -0.278
Frontier orbital gap, eV: 6.779
Largest force on an atom, eV/Å: 0.51